{"formula": "C36H91F2N7O12S2", "method": "ωB97M-V with the def2-TZVPD basis set", "species": ["O", "H", "H", "H", "N", "S", "O", "O", "F", "S", "O", "O", "F", "C", "C", "O", "H", "H", "H", "H", "H", "H", "C", "C", "C", "C", "C", "C", "N", "O", "C", "C", "C", "H", "H", "H", "H", "H", "H", "H", "H", "H", "H", "H", "H", "H", "H", "H", "H", "H", "H", "H", "C", "C", "C", "C", "C", "C", "N", "O", "C", "C", "C", "H", "H", "H", "H", "H", "H", "H", "H", "H", "H", "H", "H", "H", "H", "H", "H", "H", "H", "H", "C", "C", "C", "O", "C", "N", "H", "H", "H", "H", "H", "H", "H", "H", "H", "H", "H", "C", "C", "C", "O", "C", "N", "H", "H", "H", "H", "H", "H", "H", "H", "H", "H", "H", "C", "C", "C", "O", "C", "N", "H", "H", "H", "H", "H", "H", "H", "H", "H", "H", "H", "C", "C", "C", "O", "C", "N", "H", "H", "H", "H", "H", "H", "H", "H", "H", "H", "H"], "xyz": [[1.84875, 21.07226, -5.77645], [2.17872, 21.06289, -6.67791], [2.45079, 21.60059, -5.24729], [0.94768, 21.38969, -5.68195], [2.96211, 21.13115, -8.08284], [2.06144, 21.05375, -9.49885], [2.37885, 20.09995, -10.51783], [1.36915, 22.28795, -9.91717], [0.81628, 20.28877, -8.88922], [3.86588, 22.19423, -8.55843], [3.43462, 23.57158, -8.32026], [4.71016, 22.08384, -9.78076], [4.99883, 22.02848, -7.37517], [4.83464, 18.01724, -9.37361], [4.35613, 17.98541, -7.92192], [4.71522, 19.23037, -7.36019], [5.90439, 18.18490, -9.49864], [4.33138, 18.79879, -9.94282], [4.57579, 17.06296, -9.83238], [4.91113, 17.19834, -7.41144], [3.29346, 17.74890, -7.86811], [4.09319, 19.92253, -7.59596], [-0.45228, 18.49221, -5.78572], [-1.28968, 19.40856, -4.84791], [-1.10636, 18.70461, -3.41398], [-1.57126, 19.59643, -2.23466], [-0.97753, 20.99011, -2.39422], [-1.30707, 21.70785, -3.68639], [-0.78678, 20.82178, -4.80540], [-0.93907, 21.44318, -6.08141], [-2.81174, 22.14751, -3.72713], [-0.32150, 22.95284, -3.73597], [-2.83256, 19.17471, -5.29713], [-0.76558, 17.45473, -5.66921], [0.59937, 18.56389, -5.50825], [-0.49939, 18.81618, -6.82540], [-1.67468, 17.77794, -3.33405], [-0.08970, 18.36655, -3.21344], [-1.24229, 19.24336, -1.25731], [-2.65832, 19.66729, -2.19761], [0.10518, 20.92878, -2.28434], [-1.30475, 21.57075, -1.53173], [-3.22362, 22.24136, -4.73194], [-3.44988, 21.50870, -3.11656], [-3.00280, 23.14797, -3.33897], [-0.46444, 23.56448, -4.62679], [-0.56042, 23.73637, -3.01688], [0.73023, 22.67352, -3.67317], [-3.13814, 19.27197, -6.33889], [-3.57418, 19.64335, -4.65023], [-3.11087, 18.13301, -5.13745], [-1.89887, 21.46320, -6.08315], [1.14878, 19.13754, -15.90723], [2.70559, 19.24084, -16.20547], [3.27538, 20.41292, -15.28892], [3.68473, 19.91860, -13.88354], [4.64069, 18.70770, -13.99423], [3.96291, 17.51784, -14.62490], [3.36913, 17.93677, -15.89694], [2.71115, 16.87793, -16.47097], [5.14177, 16.53466, -14.91081], [2.98155, 16.92678, -13.62961], [2.91128, 19.62275, -17.67077], [0.64707, 20.09556, -16.04353], [1.02076, 18.80564, -14.87691], [0.66950, 18.49837, -16.64875], [4.16235, 20.91943, -15.66948], [2.45292, 21.11153, -15.13527], [2.86639, 19.52348, -13.28164], [4.09443, 20.74214, -13.29870], [4.96008, 18.50219, -12.97253], [5.52168, 19.13157, -14.47620], [5.44982, 15.97013, -14.03075], [4.80340, 15.77734, -15.61796], [6.04744, 17.00055, -15.29916], [2.01594, 17.42698, -13.55541], [2.79892, 15.91592, -13.99420], [3.41419, 16.80165, -12.63701], [2.40657, 18.93936, -18.35366], [3.99248, 19.67921, -17.79693], [2.50843, 20.62406, -17.82304], [3.35563, 16.56443, -17.10969], [-1.45748, 28.18885, -9.64192], [-0.93237, 28.18613, -8.25216], [0.58678, 28.10502, -8.05107], [1.21484, 27.00595, -8.78644], [0.87966, 25.72014, -8.40556], [-1.50781, 29.37752, -7.59120], [-1.33715, 29.00053, -10.35941], [-2.52262, 27.96023, -9.60552], [-0.96995, 27.35819, -10.15223], [-1.27841, 27.27257, -7.76867], [0.90086, 27.98837, -7.01384], [1.03871, 29.03808, -8.38761], [-0.18676, 25.50588, -8.47578], [1.34078, 25.59796, -7.42549], [1.36299, 24.98851, -9.05303], [-2.46673, 29.15811, -7.36221], [-1.54676, 30.13843, -8.25423], [-1.90334, 18.78476, -10.23977], [-1.83618, 20.11665, -11.08253], [-1.12629, 19.83668, -12.45516], [-0.88128, 20.92879, -13.31841], [0.09727, 21.84432, -12.87368], [-3.26172, 20.52794, -11.26413], [-2.57576, 18.85136, -9.38448], [-0.91861, 18.52605, -9.85058], [-2.25202, 17.96709, -10.87060], [-1.24164, 20.90428, -10.61964], [-1.72124, 19.14410, -13.05054], [-0.16113, 19.38458, -12.22677], [-0.30474, 22.70720, -12.34271], [0.75037, 22.28820, -13.62504], [0.80531, 21.32053, -12.23147], [-3.35369, 21.32934, -11.87190], [-3.72363, 19.76669, -11.74082], [2.74301, 24.94867, -11.70944], [3.72048, 26.04968, -11.41600], [4.51134, 26.47161, -12.59341], [3.67251, 26.98124, -13.63743], [4.35605, 27.11236, -14.90140], [3.05003, 27.21014, -10.85928], [3.30090, 24.12953, -12.16317], [1.93771, 25.32703, -12.33907], [2.39952, 24.54751, -10.75593], [4.43180, 25.66910, -10.68300], [5.04830, 25.57197, -12.89413], [5.13040, 27.32625, -12.32057], [3.70570, 27.46269, -15.70290], [4.85473, 26.15868, -15.07437], [5.17081, 27.82759, -14.78865], [2.37211, 26.96892, -10.15053], [2.62064, 27.65908, -11.65563], [6.55540, 25.28479, -9.30385], [7.54235, 24.35837, -8.62050], [8.90110, 24.26859, -9.31498], [9.68350, 23.35970, -8.55415], [11.00788, 23.22137, -9.00109], [7.57221, 24.93268, -7.29903], [6.42776, 24.89126, -10.31229], [6.90007, 26.31881, -9.31395], [5.58666, 25.11398, -8.83430], [6.98116, 23.42502, -8.57549], [9.26127, 25.28671, -9.46265], [8.83125, 23.93349, -10.34983], [10.99793, 22.72451, -9.97121], [11.44969, 22.60939, -8.21471], [11.52408, 24.17946, -9.06192], [8.05667, 25.81891, -7.29853], [8.10263, 24.31860, -6.69764]], "forces_ev_per_angstrom": [[-0.54, -0.72, 3.11], [1.70, 0.00, -3.85], [0.60, 0.47, 0.41], [-1.29, 0.20, 0.14], [-4.99, -5.35, 2.68], [0.51, 3.87, -2.85], [0.64, -1.47, -0.36], [-0.62, -0.78, 0.85], [-1.02, -0.87, 1.76], [5.84, 7.57, -5.00], [-0.08, -1.10, 0.58], [-0.55, -0.71, 2.23], [-0.55, -0.19, -0.15], [-0.63, -0.51, -0.41], [1.22, 0.87, -1.11], [0.55, -1.03, 1.41], [0.04, -0.06, 0.44], [-0.13, 0.03, 0.11], [0.06, -0.20, -0.32], [-0.06, 0.03, 0.36], [-0.25, 0.15, 0.06], [-0.34, -0.14, -0.28], [0.31, 1.27, 0.08], [-1.01, -2.03, 0.26], [-0.76, 1.03, 0.58], [0.41, 0.32, -0.83], [-0.12, -0.37, 0.74], [1.25, 1.19, -0.47], [-0.21, -1.01, 1.11], [-0.59, -0.52, 1.02], [0.37, 0.08, -0.19], [-1.39, 0.39, -0.54], [0.34, -0.19, 0.93], [-0.13, 0.12, -0.11], [0.07, -0.08, 0.11], [-0.24, -0.15, -0.08], [-0.23, -0.01, -0.64], [0.33, 0.48, -0.41], [-0.02, -0.43, -0.10], [-0.13, -0.11, -0.06], [0.15, -0.10, -0.18], [-0.12, 0.44, -0.12], [0.02, -0.42, -0.18], [0.06, -0.29, -0.30], [0.63, 0.13, 0.27], [0.09, -0.51, -0.59], [0.05, -0.52, 0.79], [-0.16, -0.14, 0.19], [0.58, 0.77, -0.16], [0.16, 0.63, -0.08], [0.65, -0.37, 0.18], [-0.51, 0.50, -1.22], [1.09, 0.26, -0.48], [-1.10, 0.35, 1.42], [-0.41, -1.54, 0.95], [-0.28, -0.96, -0.17], [-0.19, 2.68, 0.86], [1.53, 1.03, 0.15], [1.46, 1.80, 0.16], [-0.83, -1.00, -0.83], [-0.77, -0.64, -0.19], [-0.22, -1.27, -0.27], [0.24, 0.04, 0.74], [0.23, 0.24, 0.24], [-0.34, -0.09, -0.18], [0.09, -0.49, 0.35], [-0.13, -0.04, -0.59], [0.17, 0.29, -0.39], [-0.55, 0.48, -0.13], [0.20, -0.08, -0.03], [0.03, -0.46, 0.00], [0.25, -0.69, -0.64], [-0.18, 0.17, 0.30], [0.08, -0.14, -0.15], [-0.29, 0.32, -0.13], [0.23, 0.17, -0.03], [-0.43, -0.18, 0.10], [0.07, 0.28, 0.00], [0.26, -0.10, -0.05], [0.00, -0.17, -0.55], [-0.09, 0.04, -0.05], [-0.17, -0.26, -0.27], [0.21, -1.99, -1.68], [0.18, 0.89, 0.74], [0.72, -0.69, -0.96], [-0.88, 2.58, -0.55], [0.35, -0.78, 0.58], [0.40, -0.42, 1.05], [0.39, 0.67, 0.72], [-0.10, 0.02, -0.05], [-0.18, -0.32, -0.33], [-0.57, 0.16, 0.14], [-0.54, 0.02, 0.34], [0.26, -0.15, -0.34], [-0.21, 0.03, 0.41], [-0.57, -0.66, 0.47], [0.15, 0.23, -0.08], [-0.12, 0.14, 0.13], [0.10, 0.06, -0.08], [0.76, 1.01, -0.47], [-0.82, -0.90, -0.92], [0.27, -0.01, 0.70], [-0.64, 0.55, -0.48], [0.86, -0.09, 0.93], [0.70, 0.11, 0.41], [-0.10, 0.34, -0.12], [0.08, -0.04, -0.13], [-0.03, -0.07, -0.12], [-0.29, -0.01, 0.47], [-0.11, -0.15, 0.06], [0.22, -0.33, 0.11], [-0.30, -0.18, 0.31], [-0.49, -0.38, -0.90], [-0.03, 0.14, 0.38], [0.24, 0.17, -0.14], [-0.18, -0.15, -0.10], [0.47, -0.59, 0.13], [-0.67, 0.32, 1.00], [0.05, 0.61, -0.75], [-0.38, -0.18, -1.11], [0.44, -0.23, 1.84], [0.76, 0.57, -0.28], [-0.31, -0.29, -0.35], [-0.08, -0.29, -0.03], [-0.35, -0.01, -0.20], [0.09, 0.04, -0.01], [0.48, 0.17, -0.54], [0.72, -0.30, 0.20], [-0.23, -0.37, 0.28], [-0.22, -0.18, -0.70], [0.14, 0.37, -0.04], [-0.06, 0.16, -0.20], [-0.52, 0.26, 0.21], [0.06, -1.12, -1.34], [-1.19, 1.11, -0.37], [-1.07, -0.74, 0.06], [-0.10, 1.12, -0.11], [-0.62, -0.27, 0.54], [0.80, -0.78, 1.31], [-0.03, 0.45, -0.44], [-0.24, 0.11, 0.01], [0.09, 0.53, 0.18], [0.65, -0.45, 0.08], [0.80, 0.33, 0.76], [-0.32, -0.56, -0.21], [0.39, -0.12, -0.15], [0.48, -0.11, -0.39], [0.11, 0.16, -0.07], [0.07, 0.24, -0.11], [0.15, -0.01, 0.37]], "total_charge": -1, "spin_multiplicity": 2, "homo_lumo_gap_ev": [2.90, 7.42], "e_lumo_ev": [1.7499, 1.7080], "relative_energy_ev": 0.066, "largest_force_ev_per_a": 10.79, "energy_ev": -100904.0755}